ORCA calculation (ωB97M-V with the def2-TZVPD basis set) on a cluster of 12 separate species, C81H183N11O12 in total.

```
287
Properties=species:S:1:pos:R:3:forces:R:3
C 12.936625 16.165280 19.498165 0.3 -0.1 -0.1
C 11.888285 16.929470 18.687675 -0.9 0.8 0.8
C 10.834535 15.882670 18.279315 0.2 0.5 -0.7
C 11.217275 17.985210 19.667285 -0.4 -0.5 -1.2
C 10.291555 19.029120 18.979555 0.1 -1.0 -0.2
C 11.064325 19.692050 17.876105 0.4 -0.6 0.0
C 11.701025 18.687870 16.828275 -0.1 2.1 1.0
C 10.690805 18.190010 15.840115 -0.6 -0.9 0.1
C 12.640215 19.556910 15.974395 1.2 -0.2 0.0
N 12.508225 17.697660 17.583335 0.0 1.0 0.2
O 13.238415 16.940080 16.638235 -1.1 -1.1 0.2
H 13.746125 16.744280 19.942665 0.3 0.4 -0.8
H 12.574055 15.700250 20.414885 -0.9 -0.2 -0.3
H 13.266775 15.376500 18.822195 0.6 -0.1 0.3
H 11.202225 15.344430 17.405695 0.0 -0.2 0.0
H 10.641875 15.172430 19.083395 0.0 0.1 0.0
H 9.912005 16.380240 17.980215 -0.1 -0.2 0.1
H 10.626155 17.350630 20.327575 0.2 0.2 0.5
H 12.060735 18.464450 20.164285 -0.2 0.2 0.3
H 9.396555 18.597710 18.531275 -0.1 -0.6 0.1
H 9.870085 19.786330 19.640685 0.4 0.0 0.4
H 11.857285 20.213500 18.412195 0.4 0.3 -0.5
H 10.404055 20.413080 17.394175 0.3 0.1 -0.4
H 9.952525 17.527900 16.292505 -0.1 0.0 -0.2
H 11.243315 17.651670 15.070045 -0.3 -0.1 -0.1
H 10.167745 19.039930 15.401775 0.0 0.0 -0.1
H 12.856065 19.131610 14.994275 -0.1 -0.4 0.1
H 13.596825 19.603730 16.494795 0.1 0.3 0.0
H 12.314275 20.571300 15.744445 -0.4 0.0 0.5
H 14.145935 17.242690 16.718475 0.8 0.3 0.0
C 26.075875 15.161790 17.743475 -1.2 0.0 0.0
C 24.894195 15.160920 16.744855 -1.1 0.1 0.2
C 23.629495 15.901880 17.335675 0.6 -0.4 0.2
C 25.259065 15.922530 15.448585 0.1 0.3 0.4
C 26.031445 15.137690 14.414495 -0.4 -0.3 -0.6
C 25.332195 13.822480 14.083995 0.1 -1.0 0.5
C 24.946865 12.947560 15.336015 -0.2 -0.5 -0.7
C 23.933055 11.809530 14.915605 -0.4 1.2 0.7
C 26.225475 12.224690 15.765565 0.2 0.9 0.2
N 24.397335 13.821630 16.403085 -1.2 -0.5 -1.5
O 23.640905 13.131280 17.437495 1.6 0.8 -1.2
H 26.977985 14.737860 17.302365 0.1 0.5 0.0
H 26.133355 16.185220 18.114125 0.7 0.0 -0.2
H 25.834955 14.575120 18.629965 -0.1 -0.2 0.0
H 23.701025 16.987040 17.409255 0.7 0.0 0.2
H 22.754935 15.757700 16.701265 0.1 -0.5 -0.1
H 23.417425 15.479920 18.318055 -0.2 0.2 0.0
H 24.326445 16.364950 15.098475 0.0 -0.3 -0.5
H 25.883925 16.776320 15.710685 -0.1 0.2 0.4
H 26.121215 15.669920 13.467515 -0.2 0.4 0.0
H 27.077465 15.057410 14.710325 0.0 -0.5 0.3
H 25.966705 13.171760 13.482295 0.4 0.0 0.0
H 24.505945 13.966570 13.387835 -0.5 0.4 0.5
H 22.988235 12.249170 14.596045 0.0 0.2 -0.4
H 23.614255 11.223570 15.777655 0.5 -0.1 0.2
H 24.293195 11.124490 14.148065 0.3 0.3 0.0
H 26.974725 12.992370 15.958955 0.2 -0.1 0.3
H 26.645755 11.635980 14.950155 -0.3 -0.4 0.2
H 26.022605 11.656300 16.673245 0.3 -0.3 -0.1
H 24.381605 12.724720 17.893205 -0.2 -0.5 0.8
C 18.106505 11.927570 19.377105 1.9 -0.7 -1.3
C 16.754015 11.248790 19.280455 -0.3 1.8 0.7
C 16.790065 9.929520 20.037095 -0.4 -1.4 -0.7
C 15.892795 12.337190 19.993725 -1.9 -0.8 0.0
C 14.375135 12.158760 19.809755 1.1 -0.4 -0.8
C 14.057655 12.071980 18.304275 0.9 -0.7 0.6
C 14.919975 11.027060 17.465235 -1.1 0.0 -1.1
C 14.317315 9.621460 17.586325 0.2 -0.5 0.5
C 14.772555 11.388440 15.925005 1.2 1.0 0.7
N 16.332205 11.156700 17.857045 -0.3 1.7 1.0
O 17.261275 10.489750 17.058225 -0.5 -1.1 0.2
H 18.867005 11.309090 18.900435 0.2 -0.5 0.2
H 18.231165 12.819830 18.763575 -0.7 0.4 0.2
H 18.464625 12.138670 20.384715 -0.4 -0.1 0.1
H 17.356705 9.200120 19.458305 0.6 0.2 -0.1
H 17.186155 9.880350 21.051385 0.0 0.6 0.0
H 15.832105 9.409510 20.033675 -0.4 0.4 0.3
H 15.957775 12.258770 21.078955 1.0 0.1 0.1
H 16.151455 13.342950 19.662595 0.3 -0.1 0.0
H 14.101205 11.279270 20.392485 -0.4 -0.1 -0.1
H 13.887455 13.044640 20.216555 -0.3 -0.1 0.1
H 14.299995 13.083020 17.976895 -0.3 0.0 -0.6
H 12.997195 11.827470 18.243095 0.0 0.2 -0.7
H 13.452175 9.463050 16.942485 -0.2 0.4 0.1
H 14.033905 9.400700 18.615425 -0.1 -0.1 0.1
H 15.011575 8.842560 17.271005 0.3 0.1 0.0
H 15.280945 10.732780 15.218085 -0.1 -0.6 0.4
H 15.328795 12.315150 15.783905 -0.1 0.4 0.0
H 13.769555 11.584530 15.545995 -0.2 -0.3 0.5
H 17.679095 11.160800 16.513505 0.3 0.3 -0.1
C 20.527225 17.193560 24.850985 0.7 0.8 -0.4
C 20.335205 16.161130 23.750655 -1.9 -1.5 0.7
C 21.690685 15.771990 23.122255 -0.9 0.6 0.0
C 19.640495 14.972000 24.529215 0.7 0.1 0.2
C 19.000275 13.884830 23.700715 1.9 0.8 0.5
C 18.014595 14.556600 22.812555 -0.2 -0.2 -0.7
C 18.577375 15.748210 21.900545 0.1 -2.2 -0.2
C 19.481815 15.126250 20.790975 0.2 -0.5 0.8
C 17.330705 16.324690 21.215385 -0.3 1.0 1.1
N 19.315865 16.670800 22.766605 -1.1 -0.9 1.7
O 19.738535 17.806260 22.094925 0.8 0.4 -0.8
H 19.618165 17.678360 25.206905 -0.2 0.1 -0.6
H 20.947405 16.810210 25.780815 0.4 -0.5 -0.3
H 21.227685 17.906470 24.415985 -0.1 0.6 0.5
H 22.400345 15.454580 23.886285 0.0 0.0 -0.1
H 21.577905 15.022280 22.339115 0.1 -0.1 0.2
H 22.030975 16.693360 22.649635 0.4 -0.1 -0.1
H 20.370035 14.527260 25.206025 0.4 0.1 -0.1
H 18.896795 15.362680 25.223755 -0.2 0.4 -0.2
H 19.811685 13.411920 23.147475 0.0 -0.2 -0.3
H 18.649065 13.126020 24.399975 -0.6 -0.1 -0.3
H 17.210105 14.895710 23.465175 -0.2 0.4 -0.3
H 17.635075 13.737030 22.202335 -0.5 0.5 -0.7
H 20.352375 15.737150 20.552175 -0.5 0.4 -0.4
H 18.882235 14.800930 19.940815 0.2 0.3 -0.2
H 19.954405 14.228740 21.190015 -0.1 -0.3 0.0
H 16.597165 16.597450 21.974085 0.0 0.2 0.4
H 16.766585 15.600380 20.627815 0.6 -0.2 -0.3
H 17.510645 17.236510 20.645905 0.2 -0.3 -0.2
H 19.065045 18.461170 22.292675 0.0 0.1 0.1
C 17.070065 21.704750 18.044395 -1.2 0.2 1.3
C 15.793955 21.600710 19.037785 1.1 -0.2 -1.5
C 14.682875 22.555830 18.513365 0.6 0.0 -0.2
C 15.214685 20.140680 18.963485 0.5 0.7 1.5
C 15.942815 19.139940 19.867245 -0.6 1.0 0.5
C 15.964985 19.688390 21.316355 0.5 0.6 -0.2
C 16.630025 21.103020 21.455115 0.0 0.3 -0.9
C 16.106635 21.744530 22.771925 0.5 -1.0 0.5
C 18.206675 20.890070 21.360975 -1.5 0.5 0.2
N 16.133045 22.024080 20.393745 -1.3 -4.0 0.2
O 16.606195 23.295640 20.510845 0.2 1.2 0.0
H 17.478505 22.696590 18.238155 -0.1 0.2 -0.7
H 17.904725 21.034260 18.249045 -0.3 -0.5 0.3
H 16.725195 21.514870 17.027975 0.2 0.4 -0.1
H 15.032905 23.576830 18.361305 0.4 0.0 -0.1
H 14.329755 22.194970 17.547345 -0.2 0.0 0.0
H 13.846345 22.667430 19.203185 -0.1 -0.5 0.1
H 14.198585 20.212000 19.351495 -0.3 -0.1 -0.3
H 15.221265 19.727640 17.954795 -0.2 0.5 -0.1
H 15.339575 18.232200 19.853725 0.3 -0.3 0.0
H 16.926695 18.938620 19.443505 0.2 -0.1 0.3
H 16.487975 19.021110 22.001425 0.4 -0.1 -0.1
H 14.980465 19.713530 21.783465 -0.4 0.2 -0.5
H 16.426855 21.063300 23.560275 0.1 0.2 0.4
H 15.019005 21.755590 22.842935 -0.1 -0.2 -0.5
H 16.392665 22.760250 23.045035 0.6 -0.1 -0.4
H 18.683455 21.858490 21.512455 0.3 -0.2 0.1
H 18.494825 20.489020 20.389255 -0.2 0.2 -0.2
H 18.522855 20.125960 22.071085 0.1 0.5 0.4
H 15.797165 23.681740 20.854355 0.3 1.1 0.1
C 15.245965 12.868730 12.431515 -1.1 0.6 0.1
C 16.626875 12.492990 11.930035 -0.8 0.1 0.1
C 17.266255 11.467130 12.799065 -0.4 -0.7 0.4
C 16.366275 11.842330 10.590335 1.2 -0.1 -2.6
C 17.616705 11.816940 9.584005 -1.7 1.5 0.7
C 18.200335 13.263230 9.491735 1.2 -1.0 0.9
C 18.617845 13.833160 10.910975 0.5 -0.6 -0.8
C 19.900615 13.106630 11.406845 -1.4 -1.0 0.5
C 19.115025 15.258640 10.779035 -1.3 1.0 0.9
N 17.415285 13.716930 11.853965 0.4 1.2 -3.8
O 17.576375 14.336230 13.083815 0.5 -0.7 0.1
H 14.878295 13.685420 11.810285 0.1 0.3 0.1
H 14.495475 12.098230 12.254865 0.3 -0.5 0.1
H 15.136235 13.159910 13.476155 0.4 0.0 0.1
H 16.529815 10.676950 12.945195 0.1 -0.2 0.1
H 18.114785 11.056560 12.251765 0.3 -0.1 0.7
H 17.444335 11.870840 13.795765 0.6 -0.2 0.1
H 15.955365 10.838990 10.702395 0.4 -0.2 0.5
H 15.546755 12.305730 10.041025 0.1 0.7 0.1
H 18.360785 11.068890 9.857615 0.1 0.2 0.1
H 17.233825 11.570760 8.593605 0.0 -0.3 0.0
H 17.689015 13.959600 8.827115 -0.9 0.0 0.7
H 19.124725 13.166410 8.922325 0.5 0.0 0.2
H 20.818725 13.436850 10.920905 -0.2 -0.1 -0.2
H 19.708555 12.038810 11.302105 0.7 -0.2 -0.1
H 20.009705 13.280330 12.477375 0.1 0.1 0.2
H 19.863295 15.527390 10.033395 -0.1 -0.8 -0.3
H 19.565755 15.511030 11.738855 -0.1 0.4 0.0
H 18.252455 15.906150 10.621565 0.0 0.3 0.0
H 18.081565 13.651860 13.528815 0.5 0.2 1.2
C 22.836095 18.517040 20.159515 0.2 1.6 0.4
C 24.317135 18.839740 20.676145 -1.9 0.4 -0.2
C 24.242405 19.603700 22.029185 0.3 0.2 -0.8
C 24.890545 17.470040 20.858955 2.7 -0.6 1.2
C 26.430145 17.482040 21.066915 -0.4 0.9 -1.5
C 27.079855 18.208650 19.867335 0.9 0.1 0.7
C 26.498165 19.633730 19.492625 0.2 -2.6 1.1
C 27.181985 20.659950 20.407925 -0.6 0.9 -0.2
C 26.864595 19.864430 18.044445 0.2 1.4 -0.7
N 25.011075 19.588570 19.596095 1.8 -2.9 0.4
O 24.490845 20.825930 19.374505 -0.5 1.2 0.2
H 22.801215 18.122460 19.144035 0.4 -0.4 0.2
H 22.224415 17.937230 20.850725 0.5 -0.5 0.1
H 22.228175 19.419480 20.095085 0.2 0.5 0.0
H 24.027285 20.658770 21.859965 -0.5 -0.1 -0.2
H 23.487595 19.156960 22.676325 0.1 0.1 0.1
H 25.218115 19.647290 22.513115 0.0 -0.5 0.2
H 24.599395 17.046230 21.820055 -1.1 -0.2 -0.3
H 24.705805 16.806870 20.013875 -0.4 0.0 0.1
H 26.773515 18.044780 21.934975 -0.6 0.1 0.3
H 26.820115 16.479440 21.242415 0.0 -0.1 -0.4
H 27.311975 17.620020 18.979795 -0.9 -0.3 -0.1
H 28.093855 18.357420 20.238505 0.3 0.6 -0.2
H 27.211115 20.399090 21.465855 0.0 -0.3 -0.1
H 26.627315 21.595680 20.338275 -0.1 0.1 0.0
H 28.189665 20.920120 20.083905 0.1 -0.4 -0.1
H 26.900925 20.948790 17.939755 -0.2 0.2 -0.6
H 26.171595 19.470680 17.300935 -0.3 -0.1 0.4
H 27.838375 19.521540 17.694775 0.3 -0.2 0.7
H 23.840595 20.568540 18.716835 -0.8 1.0 -0.5
C 21.795005 16.624330 13.744765 -1.9 0.4 0.5
O 20.966615 17.373270 12.827155 1.1 -0.3 -0.5
C 19.698495 17.815250 13.326685 0.5 -1.0 0.2
C 19.847735 19.044980 14.167085 0.4 1.1 1.0
C 18.542235 19.689100 14.511545 -0.8 0.6 -0.4
N 20.726225 19.963890 13.440785 -0.1 0.1 0.1
H 22.084525 17.226030 14.606295 0.2 0.3 0.0
H 22.685605 16.154330 13.327565 -0.3 0.3 -0.6
H 21.126805 15.865340 14.151625 0.2 -0.6 0.2
H 19.085305 18.109110 12.474785 0.1 -0.3 -0.2
H 19.218355 16.967270 13.815045 -0.3 0.0 0.2
H 20.334555 18.948250 15.137525 0.3 -1.0 0.1
H 17.853395 19.016680 15.022855 0.0 -0.1 -0.2
H 18.096185 20.067070 13.591615 -0.4 -0.2 -0.1
H 18.640375 20.576580 15.136725 0.4 -0.1 0.2
H 20.213635 20.307810 12.641375 -0.2 0.4 -0.3
H 21.360965 19.298750 13.022715 0.8 0.3 -0.3
C 19.987605 17.684310 18.351895 0.3 0.6 0.8
O 18.625315 17.444070 18.297995 -1.6 -1.3 -0.2
C 18.275445 16.424950 17.345585 -1.3 0.8 0.7
C 16.688645 16.297130 17.243545 0.5 -0.1 -0.9
C 16.277235 15.069630 16.457405 1.0 -1.3 -0.3
N 16.113215 17.445580 16.553275 0.0 0.1 0.1
H 20.291575 18.304230 17.508445 0.4 -0.1 -0.3
H 20.561475 16.765440 18.472175 0.2 -0.1 -0.4
H 20.128095 18.250000 19.272955 0.3 0.2 0.0
H 18.722965 16.791500 16.421755 -0.4 -0.2 -0.8
H 18.739145 15.457440 17.537945 0.1 -0.2 0.6
H 16.084265 16.248810 18.149355 1.0 -0.1 0.8
H 16.802965 14.171140 16.780565 -0.2 -0.2 1.0
H 16.669155 15.013170 15.441865 -0.4 0.9 -0.6
H 15.212075 14.839220 16.478675 0.0 0.3 -0.1
H 16.468155 17.403180 15.608655 0.0 0.4 -0.4
H 16.483605 18.268060 17.007635 0.0 0.4 -0.1
C 23.332205 19.587180 16.544095 -1.0 0.2 -0.5
O 22.655145 20.404770 17.498345 0.9 -0.2 0.4
C 21.511315 21.167440 17.158505 -0.3 0.6 -0.2
C 21.791855 22.491190 16.420875 -1.9 0.3 0.9
C 20.467205 23.337710 16.323835 1.0 -0.1 0.8
N 22.301375 22.336010 15.118455 1.7 -0.3 -1.2
H 24.251305 19.137790 16.920145 -0.2 0.5 0.6
H 23.577305 20.166900 15.654175 0.0 -0.4 -0.1
H 22.669075 18.756240 16.303465 -0.1 -0.1 -0.4
H 20.794965 20.585060 16.579045 -0.1 -0.3 -0.1
H 21.048025 21.448970 18.104135 0.0 -0.3 0.2
H 22.540555 22.988070 17.037855 0.0 0.4 0.0
H 19.798055 22.985640 15.538735 0.0 -0.4 0.2
H 20.663245 24.383910 16.088995 0.4 -0.1 -0.1
H 19.983705 23.359160 17.300495 -0.4 -0.2 -0.1
H 23.184165 21.861920 15.245065 0.5 0.4 -0.4
H 21.790495 21.665150 14.562545 -0.7 -0.1 -0.2
C 19.978845 12.973610 15.805675 -0.2 0.2 -0.3
O 19.426395 11.676510 15.591105 1.5 0.7 1.0
C 20.454485 10.666530 15.891905 -2.3 0.4 -1.1
C 20.118995 9.544620 14.902085 0.1 0.0 0.6
C 18.750545 8.878540 14.942365 -0.4 1.1 -0.2
N 21.059375 8.509940 15.115865 0.8 -1.7 -0.2
H 20.661485 13.181260 14.981685 0.0 0.4 -0.2
H 20.554585 13.124880 16.718765 0.1 -0.6 0.3
H 19.186205 13.718760 15.873385 -0.2 -0.1 -0.4
H 21.483585 10.975910 15.709285 -0.2 0.5 -0.3
H 20.393335 10.472050 16.962665 -0.2 -0.6 0.0
H 20.193305 9.937880 13.888215 0.3 0.3 0.0
H 18.495975 8.387670 15.881695 0.2 0.0 0.0
H 18.690405 8.182020 14.106105 0.1 -0.1 0.2
H 18.011555 9.657660 14.755395 -0.3 -0.2 0.2
H 20.827245 8.127970 16.021585 0.6 -0.4 0.1
H 22.039125 8.743300 15.040215 0.0 0.2 0.2
C 15.045405 18.538050 12.938075 -0.9 0.3 1.5
C 15.276775 17.019390 12.956655 0.9 1.6 -0.7
O 16.670535 17.011430 12.734075 1.1 -0.4 -0.4
H 15.437345 19.001460 13.843465 0.2 -0.2 0.3
H 13.996655 18.831880 12.981505 -0.1 -0.1 -0.5
H 15.582265 19.070340 12.152865 -0.2 -0.6 -0.4
H 14.746345 16.594660 12.104395 -0.2 -0.5 0.2
H 15.140325 16.478000 13.892805 -1.0 0.3 0.1
H 16.982835 16.109140 12.634345 0.1 -0.3 0.1
```
Forces are in eV/Å.

Structure (SMILES) = CC1(C)CCCC(C)(C)N1O.CC1(C)CCCC(C)(C)N1O.CC1(C)CCCC(C)(C)N1O.CC1(C)CCCC(C)(C)N1O.CC1(C)CCCC(C)(C)N1O.CC1(C)CCCC(C)(C)N1O.CC1(C)CCCC(C)(C)N1O.COC[C@H](C)N.COC[C@H](C)N.COC[C@H](C)N.COC[C@H](C)N.CCO
Gap between HOMO and LUMO = 8.15 eV
HOMO energy = -0.2865 hartree
E = -4700.6911 hartree
Total charge = 0